Entry 1:
Computed, not measured: one molecule with the formula C25H29N5O4S at a distorted geometry, with ωB97M-V with the def2-TZVPD basis set.

Cartesian coordinates (Å):
C  -3.83  0.79  5.27
C  -2.58  0.14  4.80
C  -1.49  0.63  4.14
C  -0.67  -0.51  3.97
N  0.56  -0.61  3.36
C  1.19  0.37  2.67
O  0.78  1.51  2.58
C  2.49  -0.08  2.01
C  2.20  -1.07  0.87
C  1.07  -0.56  -0.01
O  -0.09  -0.75  0.33
N  1.37  0.09  -1.15
C  2.69  0.59  -1.52
C  3.31  -0.24  -2.60
C  3.42  0.06  -3.92
C  4.01  -0.98  -4.68
C  4.33  -2.06  -3.93
S  3.92  -1.83  -2.27
C  0.33  0.35  -2.14
C  -0.44  1.66  -1.84
O  -0.37  2.59  -2.61
N  -1.14  1.64  -0.71
C  -1.99  2.73  -0.29
C  -1.49  3.38  1.01
C  -2.73  3.51  1.90
C  -3.55  2.28  1.53
C  -3.42  2.24  0.01
C  -0.58  -0.84  -2.34
C  -1.94  -0.70  -2.60
C  -2.70  -1.83  -2.82
N  -2.21  -3.06  -2.80
C  -0.92  -3.20  -2.57
C  -0.06  -2.14  -2.34
N  -1.22  -1.57  4.50
O  -2.41  -1.17  5.02
H  -4.69  0.29  4.83
H  -3.83  1.83  4.99
H  -3.91  0.70  6.36
H  -1.28  1.63  3.82
H  0.94  -1.55  3.35
H  2.98  0.82  1.63
H  3.14  -0.54  2.75
H  3.11  -1.27  0.30
H  1.85  -2.01  1.29
H  3.33  0.62  -0.64
H  2.57  1.61  -1.88
H  3.11  1.00  -4.35
H  4.19  -0.92  -5.74
H  4.77  -2.99  -4.23
H  0.84  0.52  -3.09
H  -1.10  0.81  -0.12
H  -1.98  3.44  -1.12
H  -0.76  2.72  1.48
H  -1.01  4.34  0.83
H  -3.29  4.41  1.65
H  -2.48  3.55  2.96
H  -3.11  1.39  1.97
H  -4.59  2.35  1.86
H  -4.15  2.91  -0.45
H  -3.59  1.24  -0.40
H  -2.39  0.28  -2.64
H  -3.76  -1.76  -3.02
H  -0.55  -4.22  -2.57
H  0.99  -2.31  -2.16

* structure (SMILES): Cc1cc(NC(=O)CCC(=O)N(Cc2cccs2)[C@H](C(=O)NC2CCCC2)c2ccncc2)no1
* relative energy (zero: lowest compared OMol25 entry of this formula, charge and spin): 1.959 eV
* orbital gap: 0.34770 hartree

natural (NBO) atomic charge list, values in e, 5 entries: number 1, C, carries -0.662; number 2, C, carries 0.344; number 3, C, carries -0.387; number 4, C, carries 0.318; number 5, N, carries -0.607


Entry 2:
Computed, not measured: C44H38AuCl5IN3O3P as an isolated structure at a distorted geometry, with ωB97M-V with the def2-TZVPD basis set.

Cartesian coordinates (Å):
Au  -1.71  0.56  -0.46
Cl  3.53  -6.63  -0.52
C  2.72  -5.15  -0.22
C  3.42  -3.95  -0.13
Cl  5.14  -3.95  -0.29
C  2.81  -2.69  0.05
Cl  2.66  0.04  -0.12
C  1.40  -2.75  0.26
O  0.60  -1.70  0.58
C  0.74  -3.93  0.13
O  -0.70  -3.87  0.28
C  1.34  -5.16  -0.11
Cl  0.32  -6.54  -0.29
I  -4.38  0.97  1.53
C  -4.92  0.48  -0.44
C  -6.02  1.11  -0.95
C  -6.36  0.99  -2.32
C  -5.55  0.28  -3.15
C  -4.40  -0.38  -2.65
C  -3.52  -1.04  -3.54
C  -2.36  -1.63  -3.12
C  -2.11  -1.72  -1.74
C  -2.97  -1.16  -0.77
P  -3.68  -2.23  0.62
C  -2.46  -3.00  1.78
C  -1.22  -3.60  1.65
C  -0.45  -4.08  2.68
C  -0.97  -4.00  3.96
C  -2.23  -3.47  4.16
C  -2.95  -2.97  3.09
C  -4.20  -3.68  -0.39
C  -3.61  -4.95  -0.40
C  -4.08  -5.96  -1.22
C  -5.16  -5.72  -2.06
C  -5.78  -4.48  -2.04
C  -5.31  -3.48  -1.20
C  -4.10  -0.35  -1.27
H  -6.62  1.74  -0.31
H  -7.23  1.50  -2.69
H  -5.75  0.24  -4.22
H  -3.77  -1.04  -4.60
H  -1.67  -2.08  -3.82
H  -1.26  -2.28  -1.41
H  -1.05  -4.74  -0.02
H  0.52  -4.53  2.48
H  -0.39  -4.37  4.80
H  -2.65  -3.42  5.16
H  -3.92  -2.51  3.26
H  -2.81  -5.19  0.30
H  -3.61  -6.93  -1.19
H  -5.53  -6.51  -2.70
H  -6.64  -4.30  -2.67
H  -5.82  -2.52  -1.18
C  3.70  6.92  0.41
C  3.84  5.76  1.40
C  5.32  5.37  1.47
C  3.38  6.25  2.78
C  3.01  4.53  0.92
O  3.44  4.26  -0.39
C  3.22  3.29  1.84
C  4.01  2.15  1.20
C  3.22  1.44  0.15
C  3.51  -1.46  0.00
C  1.09  -0.42  0.46
C  1.29  0.20  -1.32
Cl  1.17  -1.34  -2.19
C  4.94  -0.01  -3.04
C  4.76  1.17  -3.10
C  1.51  4.91  0.93
N  0.67  3.99  0.18
C  -0.11  3.02  0.64
N  -0.66  2.37  -0.38
C  -0.18  3.03  -1.48
N  0.61  4.03  -1.17
H  4.45  7.68  0.64
H  2.73  7.42  0.47
H  3.86  6.59  -0.61
H  5.91  6.24  1.76
H  5.68  5.03  0.50
H  5.51  4.59  2.21
H  4.03  7.07  3.11
H  3.44  5.47  3.55
H  2.36  6.64  2.76
H  3.09  3.40  -0.68
H  2.24  2.90  2.14
H  3.72  3.57  2.76
H  4.37  1.48  2.00
H  4.90  2.55  0.70
H  4.52  -1.22  0.28
H  0.60  0.35  1.04
H  5.09  -1.06  -2.95
H  4.60  2.22  -3.17
H  1.35  5.90  0.50
H  1.13  4.91  1.95
H  -0.24  2.79  1.68
H  -0.41  2.75  -2.49

* relative energy (zero: lowest compared OMol25 entry of this formula, charge and spin): 20.921 eV
* orbital gap: 0.18953 hartree
* charge: +1

Mulliken atomic charge list, values in e, 5 entries: number 1, Au, carries 0.709; number 2, Cl, carries -0.187; number 3, C, carries 0.853; number 4, C, carries 0.616; number 5, Cl, carries -0.186


no.,total energy (Eh)
1,-1943.0099
2,-5164.2484